Entry w
This record from the Open Molecules 2025 dataset describes 2 unconnected molecules or ions with the total composition C4H4O4. The level of theory is ωB97M-V/def2-TZVPD.

Kohn-Sham gap ... 9.1 eV
HOMO energy ... -10.336 eV
LUMO ... -1.2 eV
Spin multiplicity ... 1

Cartesian coordinates (Å):
O -2.17337 -0.40853 -0.75340
O 0.63203 2.14271 -0.45155
O 1.93888 -1.11482 -0.75806
O -0.86076 -0.27422 1.50397
C 0.78812 1.06523 0.57931
C -1.07200 0.01171 -0.82548
C -0.09374 -0.08137 0.35998
C 1.01122 -1.28850 0.09837
H 1.46710 0.94780 2.08525
H 0.81319 -1.94116 0.99219
H -1.84715 -0.34826 1.03888
H -0.52892 0.33802 -1.71718



Entry x
This record from the Open Molecules 2025 dataset describes C4H4O4 in the gas phase. The level of theory is ωB97M-V/def2-TZVPD.

Kohn-Sham gap ... 8.8 eV
HOMO energy ... -8.289 eV
SMILES ... Oc1coc(O)c1O
LUMO ... 0.5 eV
Spin multiplicity ... 1

Cartesian coordinates (Å):
O 2.00435 -1.32750 0.28246
O -0.51432 -1.47759 -1.16685
O -2.06418 0.94677 -0.56672
O -0.07364 1.42450 0.63267
C 0.05639 -0.38535 -0.52367
C 1.16468 -0.30328 0.33314
C 1.05832 0.82162 1.07858
C -0.73146 0.60447 -0.19726
H -2.39917 1.75135 -0.22554
H -1.35547 -1.35512 -1.45617
H 1.18789 -2.07226 0.03647
H 1.66662 1.37239 1.77289



Of them, entry x has the highest stability.



Entry w
This record from the Open Molecules 2025 dataset describes a molecular structure, C2H6NO2P. The level of theory is ωB97M-V/def2-TZVPD.

Kohn-Sham gap ... 8.7 eV
HOMO energy ... -8.657 eV
LUMO ... 0.1 eV
Spin multiplicity ... 1

Cartesian coordinates (Å):
P 2.21057 0.25482 0.49336
O 3.23046 0.45385 -0.56584
O 1.05185 -1.71605 0.18755
N -0.40773 1.67920 0.07222
C 0.46924 0.30833 -0.36895
C -0.20311 -1.00105 -0.00885
H -0.01649 2.40957 -0.45603
H -0.87122 -1.57347 -0.72755
H 0.62079 0.13075 -1.44442
H -0.79495 -1.00352 1.01209
H 0.97944 -2.60577 0.56346
H -0.33974 1.72621 1.05386



Entry x
This record from the Open Molecules 2025 dataset describes C2H6NO2P in the gas phase. The level of theory is ωB97M-V/def2-TZVPD.

Kohn-Sham gap (spin up / spin down) ... 8.5 / 6.9 eV
HOMO energy (spin up / spin down) ... -8.789 / -8.578 eV
LUMO (spin up / spin down) ... -0.3 / -1.7 eV
Spin multiplicity ... 1

Cartesian coordinates (Å):
P 0.62930 -0.52897 -1.16806
O 0.19286 0.27579 -2.35110
O 0.16306 -0.36243 1.41206
N 0.26876 0.38395 0.43753
C 0.69393 1.86700 0.67070
C -0.57113 -1.90936 -0.92126
H 1.76482 1.99668 0.27273
H -0.19340 -2.85250 -0.51184
H -1.13353 -2.01718 -1.83315
H -0.03626 2.37632 -0.00711
H 0.75280 2.16614 1.77288
H -1.19665 -1.32748 -0.20922



Of them, entry w has the highest stability.



Entry w
This record from the Open Molecules 2025 dataset describes 2 unconnected molecules or ions with the total composition C12H13NOS. The level of theory is ωB97M-V/def2-TZVPD.

Kohn-Sham gap (spin up / spin down) ... 6.6 / 7.9 eV
HOMO energy (spin up / spin down) ... -7.128 / -7.898 eV
LUMO (spin up / spin down) ... -0.5 / 0.0 eV
Spin multiplicity ... 1

Cartesian coordinates (Å):
S -1.71772 1.87900 -0.35499
O -3.23868 -1.77831 0.30959
N -1.12503 -0.80051 -0.02859
C -2.33633 0.22499 1.37232
C 3.21329 -0.64615 -0.05790
C 2.12520 1.31268 -0.99258
C -3.07670 1.39793 0.71222
C -2.12371 0.25313 2.85789
C -1.04185 0.55124 0.60814
C -0.32767 -1.44000 -0.84126
C 2.36701 -0.61870 -2.32142
C 2.76054 0.67343 0.03996
C -2.36273 -1.05780 0.62338
C 1.97751 0.66900 -2.22323
C 3.00987 -1.34430 -1.33119
H 3.05389 1.12186 0.96648
H -1.73231 1.31681 3.04305
H -3.47247 2.26939 1.33921
H -3.90804 1.08050 0.03555
H 1.94648 2.34941 -0.83158
H -2.91403 0.09272 3.49536
H -1.29466 -0.51302 2.97910
H -0.44665 -2.55416 -0.97032
H 3.69498 -1.21530 0.77390
H 0.15896 -0.74157 -1.54489
H 1.99281 -1.24282 -3.18669
H 3.30362 -2.36909 -1.41359
H 1.51443 1.12966 -3.05790



Entry x
This record from the Open Molecules 2025 dataset describes C12H13NOS in the gas phase. The level of theory is ωB97M-V/def2-TZVPD.

Kohn-Sham gap ... 9.7 eV
HOMO energy ... -9.039 eV
SMILES ... C#C[C@H](c1ccccc1)[C@@](C)(S)C(N)=O
LUMO ... 0.7 eV
Spin multiplicity ... 1

Cartesian coordinates (Å):
S 1.21319 2.16412 0.59617
O 0.65415 0.04518 3.62339
N -0.76260 1.71952 3.13902
C -0.82506 0.41519 0.31989
C -0.33440 -0.01704 -1.05604
C 1.33378 -0.58089 1.18831
C 0.39758 -0.93643 -3.67022
C 0.34703 0.41712 -3.37352
C -2.55630 -1.21347 1.32361
C -0.09344 -1.35960 -1.35805
C 0.31169 -1.81392 -2.54545
C 0.02939 0.87142 -2.03480
C -1.88757 -0.34841 0.81376
C 0.07992 0.73240 2.79703
C 0.41776 0.61815 1.34894
H -0.59794 -2.07513 -0.73301
H -1.52609 1.71084 2.52202
H -1.20967 1.46047 0.13047
H 0.75238 -1.45999 1.16311
H 0.86935 -1.23612 -4.60555
H 0.67442 1.21613 -4.11142
H 0.52654 -2.94724 -2.65195
H 1.74671 -0.44941 0.25343
H 2.46774 1.98852 0.97714
H 2.13998 -0.67189 1.91827
H 0.03491 1.92183 -1.92760
H -3.22240 -1.95996 1.81125
H -0.98104 1.78860 4.14180



Of them, entry x has the highest stability.



Entry w
This record from the Open Molecules 2025 dataset describes C3H3BrOS in the gas phase. The level of theory is ωB97M-V/def2-TZVPD.

Kohn-Sham gap ... 8.1 eV
HOMO energy ... -8.973 eV
SMILES ... CC(=O)C(=S)Br
LUMO ... -0.9 eV
Spin multiplicity ... 1

Cartesian coordinates (Å):
Br 2.90942 0.19096 0.13037
S 1.01387 -2.22064 0.65805
O 0.02405 1.48505 1.09143
C 1.29812 -0.60849 0.41090
C -1.17231 0.17415 -0.56083
C -0.06585 0.51744 0.43144
H -0.67967 0.38973 -1.57303
H -1.92211 0.95009 -0.32602
H -1.40553 -0.87830 -0.26231



Entry x
This record from the Open Molecules 2025 dataset describes a molecular structure, C3H3BrOS. The level of theory is ωB97M-V/def2-TZVPD.

Kohn-Sham gap (spin up / spin down) ... 7.9 / 7.1 eV
HOMO energy (spin up / spin down) ... -9.695 / -8.853 eV
LUMO (spin up / spin down) ... -1.8 / -1.8 eV
Spin multiplicity ... 1

Cartesian coordinates (Å):
Br -1.47935 1.95776 -0.76398
S 1.67599 1.10291 -2.50111
O 1.44208 -0.83811 -0.50803
C 0.45727 -0.21776 -0.18823
C -0.38616 -0.58754 1.02635
C -0.08388 0.86916 -0.93408
H 0.30167 -0.97322 1.74089
H -1.02809 0.17575 1.40596
H -0.89952 -1.48895 0.72222



Of them, entry w has the highest stability.